Formula: C5H16N2OS
Source: the OMol25 dataset
Level of theory: the ωB97M-V functional and the def2-TZVPD basis

Geometry as ORCA input:
```
! RIJCOSX wB97M-V def2-TZVPD def2/J DEFGRID3
* xyz 0 1
N -0.420 -1.137 -2.428
C -0.543 -0.404 -1.170
C -0.517 1.158 -1.467
S -2.191 1.683 -1.939
C 0.711 -0.814 -0.329
N 0.754 -0.074 0.960
C 0.747 -0.894 2.132
C 1.849 0.896 0.819
H -1.307 -1.308 -2.873
H 0.147 -0.559 -3.043
H -1.434 -0.793 -0.655
H 0.061 1.359 -2.355
H -0.203 1.890 -0.735
H -2.776 1.649 -0.752
H 0.648 -1.884 -0.133
H 1.584 -0.719 -0.989
H -0.084 -1.573 2.228
H 1.637 -1.512 2.416
H 0.761 -0.190 2.982
H 1.646 1.552 -0.027
H 1.707 1.556 1.730
H 2.870 0.589 0.611
H -2.116 -0.869 1.912
H -1.316 0.347 1.454
O -2.212 0.052 1.649
*
```

Values from the calculation:
total energy: -782.992911 hartree
SMILES: CN(C)C[C@H](N)CS.O
energy above the lowest of the compared OMol25 structures with the same formula, charge and spin: 19.82 kcal per mole
LUMO: 0.76 eV
HOMO level: -8.74 eV


Formula: C54H120F2N7O4S2
Source: the OMol25 dataset
Level of theory: the ωB97M-V functional and the def2-TZVPD basis

Geometry as ORCA input:
```
! RIJCOSX wB97M-V def2-TZVPD def2/J DEFGRID3
* xyz 5 1
N -12.417 5.154 -20.170
S -13.010 6.478 -20.633
O -12.887 6.800 -22.042
O -13.123 7.556 -19.679
F -14.549 6.040 -20.651
S -10.776 5.511 -20.355
O -10.302 6.867 -20.279
O -10.116 4.653 -21.318
F -10.265 4.868 -18.999
C -13.006 10.367 -21.216
C -11.506 10.198 -21.099
C -10.690 11.281 -20.330
N -9.391 10.847 -19.646
C -8.437 10.276 -20.642
C -7.166 9.650 -20.046
C -7.549 8.653 -18.940
C -8.477 9.247 -17.932
C -9.734 9.921 -18.496
C -8.776 12.084 -19.034
H -13.312 11.230 -21.801
H -13.380 10.560 -20.201
H -13.467 9.424 -21.497
H -11.170 10.404 -22.122
H -11.228 9.194 -20.790
H -11.235 11.747 -19.507
H -10.419 12.094 -21.003
H -8.968 9.524 -21.223
H -8.148 11.048 -21.355
H -6.635 9.124 -20.838
H -6.498 10.427 -19.673
H -8.018 7.814 -19.463
H -6.679 8.134 -18.540
H -8.863 8.479 -17.255
H -8.038 9.977 -17.246
H -10.377 9.094 -18.806
H -10.289 10.473 -17.741
H -7.918 11.806 -18.434
H -9.524 12.595 -18.431
H -8.533 12.773 -19.841
C -11.802 7.085 -16.773
C -13.186 7.653 -16.477
C -13.551 9.072 -16.915
N -15.062 9.346 -16.820
C -15.271 10.852 -17.114
C -16.682 11.324 -16.794
C -17.073 10.909 -15.400
C -16.990 9.381 -15.207
C -15.548 8.941 -15.427
C -15.772 8.548 -17.915
H -11.668 6.053 -16.452
H -11.029 7.748 -16.377
H -11.627 7.052 -17.851
H -13.403 7.546 -15.414
H -13.842 6.957 -17.013
H -13.283 9.168 -17.967
H -13.032 9.796 -16.288
H -14.500 11.382 -16.553
H -14.956 10.920 -18.157
H -16.764 12.392 -16.995
H -17.392 10.841 -17.475
H -16.296 11.299 -14.735
H -18.072 11.265 -15.162
H -17.382 9.115 -14.229
H -17.623 8.873 -15.938
H -14.834 9.360 -14.718
H -15.481 7.856 -15.365
H -16.805 8.868 -17.837
H -15.715 7.493 -17.669
H -15.239 8.848 -18.810
C -11.822 10.417 -27.723
C -11.330 9.031 -28.193
C -11.379 7.936 -27.133
N -10.165 7.774 -26.221
C -9.860 9.075 -25.453
C -8.907 8.852 -24.281
C -9.451 7.730 -23.344
C -9.577 6.433 -24.125
C -10.566 6.675 -25.275
C -8.972 7.343 -27.031
H -11.190 10.860 -26.948
H -12.812 10.289 -27.276
H -11.885 11.186 -28.489
H -10.297 9.219 -28.491
H -11.996 8.827 -29.029
H -11.510 6.955 -27.591
H -12.257 8.035 -26.491
H -10.790 9.542 -25.139
H -9.330 9.635 -26.221
H -8.766 9.767 -23.710
H -7.947 8.498 -24.662
H -10.382 8.148 -22.955
H -8.779 7.488 -22.519
H -10.030 5.695 -23.466
H -8.580 6.201 -24.497
H -11.500 7.005 -24.817
H -10.777 5.741 -25.796
H -8.152 7.094 -26.362
H -8.673 8.086 -27.761
H -9.242 6.392 -27.488
C -6.832 4.772 -17.179
C -6.612 4.612 -18.683
C -6.515 3.104 -19.009
N -6.203 2.740 -20.462
C -6.000 1.223 -20.466
C -5.909 0.641 -21.865
C -7.077 1.089 -22.768
C -7.221 2.571 -22.740
C -7.359 3.101 -21.329
C -4.915 3.428 -20.850
H -7.845 4.400 -16.971
H -6.846 5.817 -16.883
H -6.222 4.120 -16.557
H -5.666 5.049 -19.005
H -7.422 5.068 -19.254
H -7.441 2.607 -18.728
H -5.648 2.746 -18.456
H -6.865 0.826 -19.936
H -5.038 1.076 -19.978
H -5.903 -0.444 -21.763
H -4.939 0.913 -22.284
H -8.000 0.573 -22.470
H -6.964 0.647 -23.760
H -8.127 2.943 -23.229
H -6.379 3.026 -23.269
H -8.267 2.714 -20.858
H -7.521 4.179 -21.353
H -5.050 4.506 -20.883
H -4.781 3.199 -21.906
H -4.149 3.014 -20.205
C -15.764 2.342 -27.184
C -15.426 1.704 -25.852
C -14.025 2.160 -25.361
N -14.101 3.216 -24.225
C -12.697 3.758 -23.954
C -11.646 2.685 -23.545
C -12.234 2.029 -22.285
C -13.696 1.558 -22.409
C -14.658 2.571 -23.002
C -14.928 4.412 -24.586
H -16.817 2.215 -27.421
H -15.154 1.966 -28.006
H -15.508 3.405 -27.151
H -15.354 0.614 -25.891
H -16.231 1.832 -25.126
H -13.417 2.598 -26.148
H -13.539 1.336 -24.852
H -12.382 4.441 -24.736
H -12.888 4.328 -23.041
H -11.563 2.027 -24.410
H -10.710 3.215 -23.388
H -11.736 1.215 -21.756
H -12.257 2.803 -21.506
H -13.730 0.579 -22.893
H -14.123 1.364 -21.421
H -15.617 2.087 -23.170
H -14.815 3.351 -22.252
H -14.498 4.740 -25.532
H -14.828 5.200 -23.844
H -15.962 4.121 -24.747
C -16.177 3.780 -18.706
C -15.321 2.810 -17.900
C -13.840 2.992 -18.254
N -12.973 1.900 -17.672
C -13.281 1.750 -16.189
C -12.154 1.008 -15.452
C -10.708 1.384 -15.709
C -10.440 1.473 -17.221
C -11.540 2.326 -17.865
C -13.179 0.600 -18.385
H -15.923 4.836 -18.585
H -17.229 3.686 -18.449
H -16.016 3.565 -19.767
H -15.658 1.810 -18.176
H -15.507 3.004 -16.845
H -13.541 3.935 -17.796
H -13.762 3.038 -19.339
H -13.514 2.746 -15.811
H -14.197 1.174 -16.073
H -12.415 1.164 -14.403
H -12.390 -0.035 -15.673
H -10.431 2.339 -15.259
H -10.157 0.571 -15.238
H -9.482 1.918 -17.490
H -10.346 0.449 -17.595
H -11.432 3.291 -17.373
H -11.406 2.386 -18.945
H -12.505 -0.137 -17.954
H -13.048 0.719 -19.455
H -14.165 0.204 -18.146
*
```

Values from the calculation:
total energy: -3808.158736 hartree
energy above the lowest of the compared OMol25 structures with the same formula, charge and spin: 0.00 kcal per mole
LUMO: -8.98 eV
HOMO level: -20.32 eV


Formula: C22H51BrFN2O12P2
Source: the OMol25 dataset
Level of theory: the ωB97M-V functional and the def2-TZVPD basis

Geometry as ORCA input:
```
! RIJCOSX wB97M-V def2-TZVPD def2/J DEFGRID3
* xyz 1 1
C 3.227 0.466 1.469
C 3.780 1.066 0.166
C 2.846 2.115 -0.459
N 2.191 2.962 0.550
C 1.063 3.680 0.117
C 1.018 4.332 -1.283
O -0.175 3.935 -1.958
O -0.525 4.972 -2.863
N -0.245 3.047 0.534
C -1.150 4.141 0.998
C -2.192 3.778 2.036
C -2.993 2.496 1.691
C -4.506 2.635 2.005
C -5.401 2.366 0.778
C -6.533 3.356 0.637
O -6.030 4.639 0.264
C -6.853 5.252 -0.714
C -0.213 5.353 1.272
F -0.640 6.332 0.426
C -0.105 5.889 2.709
C 1.298 6.301 3.160
C 1.982 7.417 2.360
Br 0.813 8.858 1.818
O 1.069 4.802 1.008
H 3.750 -0.472 1.647
H 3.386 1.157 2.290
H 2.175 0.248 1.283
H 3.940 0.290 -0.583
H 4.761 1.518 0.321
H 2.150 1.678 -1.176
H 3.502 2.763 -1.055
H 2.838 3.554 1.047
H 1.899 4.138 -1.900
H 0.956 5.409 -1.154
H 0.249 5.119 -3.430
H -0.637 2.326 -0.071
H -0.007 2.566 1.411
H -1.765 4.389 0.131
H -2.902 4.605 2.080
H -1.795 3.665 3.045
H -2.628 1.713 2.357
H -2.866 2.182 0.653
H -4.724 3.593 2.476
H -4.762 1.882 2.751
H -4.813 2.404 -0.141
H -5.848 1.374 0.856
H -7.142 3.467 1.541
H -7.207 3.027 -0.161
H -6.633 6.316 -0.768
H -6.629 4.802 -1.686
H -7.914 5.153 -0.473
H -0.798 6.725 2.789
H -0.444 5.111 3.391
H 1.188 6.665 4.184
H 1.970 5.446 3.222
H 2.464 6.998 1.480
H 2.789 7.808 2.973
C 5.578 -5.798 2.704
O 4.965 -6.224 1.487
P 4.015 -5.109 0.733
O 4.846 -3.878 0.854
O 2.852 -5.184 1.861
C 2.310 -6.463 2.228
O 2.922 -4.624 -0.403
C 3.429 -4.294 -1.710
H 5.820 -6.699 3.265
H 6.495 -5.255 2.487
H 4.907 -5.175 3.294
H 2.673 -6.734 3.219
H 2.588 -7.248 1.526
H 1.226 -6.383 2.257
H 4.138 -5.043 -2.053
H 3.906 -3.315 -1.694
H 2.586 -4.269 -2.397
C -0.147 -5.902 -2.021
O -0.779 -7.133 -2.359
P -0.508 -7.647 -3.894
O 0.941 -7.423 -4.109
O -1.433 -6.513 -4.593
C -2.754 -6.277 -4.092
O -0.910 -8.738 -5.044
C -0.269 -10.029 -4.985
H -0.691 -5.478 -1.177
H 0.882 -6.086 -1.720
H -0.172 -5.195 -2.850
H -2.771 -5.327 -3.556
H -3.090 -7.065 -3.419
H -3.438 -6.220 -4.937
H -0.267 -10.427 -3.972
H 0.752 -9.951 -5.353
H -0.831 -10.705 -5.625
*
```

Values from the calculation:
total energy: -5237.464435 hartree
LUMO: -2.51 eV
HOMO level: -11.52 eV


Formula: C6H9I2NO3
Source: the OMol25 dataset
Level of theory: the ωB97M-V functional and the def2-TZVPD basis

Geometry as ORCA input:
```
! RIJCOSX wB97M-V def2-TZVPD def2/J DEFGRID3
* xyz 0 1
C 0.316 -0.050 -1.404
C 0.008 -2.006 -2.189
C 0.826 -0.425 1.327
C 0.445 2.037 1.404
C -1.482 0.669 0.788
C 0.018 0.806 0.724
N 0.742 0.059 -2.599
O -0.126 -1.249 -1.072
O 0.632 -1.251 -3.099
O 0.462 0.925 -0.626
I -2.138 -2.517 -2.843
I 1.247 -3.812 -1.982
H 0.305 -1.355 1.333
H 1.704 -0.499 0.648
H 1.046 -0.333 2.383
H -0.447 2.539 1.948
H 0.863 2.730 0.660
H 1.108 2.039 2.229
H -1.990 1.259 0.094
H -1.697 -0.424 0.468
H -1.843 0.857 1.808
*
```

Values from the calculation:
total energy: -1109.770627 hartree
energy above the lowest of the compared OMol25 structures with the same formula, charge and spin: 0.00 kcal per mole
LUMO: -0.95 eV
HOMO level: -8.99 eV


Number 1: orbital gap 9.50 eV. Number 2: orbital gap 11.34 eV. Number 3: orbital gap 9.01 eV. Number 4: orbital gap 8.04 eV.